{"formula": "C31H49CeNO3P2S", "method": "the ωB97M-V functional and the def2-TZVPD basis", "homo_lumo_gap_ev": [6.1, 6.1], "mol_weight_da": 717.87, "total_charge": 2, "elements": ["Ce", "C", "C", "C", "C", "C", "C", "H", "H", "H", "C", "H", "H", "H", "C", "H", "H", "H", "C", "H", "H", "H", "C", "H", "H", "H", "C", "C", "C", "C", "C", "C", "C", "C", "H", "H", "H", "H", "H", "H", "H", "H", "H", "H", "H", "H", "P", "C", "H", "H", "H", "C", "H", "H", "H", "C", "H", "H", "H", "P", "C", "H", "H", "H", "C", "H", "H", "H", "C", "H", "H", "H", "O", "S", "O", "N", "C", "O", "C", "C", "C", "C", "C", "C", "H", "H", "H", "H"], "xyz": [[-0.26155, 0.15273, -0.19949], [-1.92361, 1.74385, -0.05660], [-2.30877, 0.77817, -1.15133], [-2.18695, -0.46569, 0.92048], [-1.92294, 0.99035, 1.21100], [-2.45222, -0.60662, -0.53991], [-1.98408, 3.23882, -0.19653], [-1.65336, 3.60316, -1.18342], [-1.37778, 3.76922, 0.55192], [-3.02370, 3.59071, -0.06327], [-1.90146, 1.57130, 2.56926], [-1.70303, 2.64772, 2.57870], [-1.16500, 1.09439, 3.23654], [-2.88100, 1.42730, 3.04555], [-2.40394, -1.52747, 1.93764], [-3.47566, -1.61465, 2.17436], [-1.88393, -1.31132, 2.88186], [-2.06133, -2.52717, 1.62119], [-3.33166, -1.72281, -1.01227], [-4.37820, -1.47103, -0.77108], [-3.13154, -2.66745, -0.48527], [-3.32715, -1.96183, -2.08681], [-3.12841, 1.29527, -2.25506], [-4.06335, 1.70304, -1.83568], [-3.44651, 0.53877, -2.97545], [-2.66564, 2.13765, -2.79153], [1.29704, 0.53941, -3.60018], [0.27407, 1.41391, -3.75251], [-0.30399, 1.76011, -5.08725], [-1.17559, 0.60921, -5.64210], [-1.22092, -0.60690, -4.74934], [-0.18551, -1.45737, -4.66548], [1.11054, -1.23743, -5.38763], [1.97797, -0.12712, -4.75429], [0.49985, 1.99537, -5.80010], [-0.75856, 0.31553, -6.61787], [-0.89127, 2.69563, -5.00892], [2.25032, 0.61240, -5.51932], [1.69898, 0.18533, -2.64733], [-0.25713, 1.91948, -2.93989], [2.94164, -0.54867, -4.41341], [1.66237, -2.18637, -5.48341], [-0.32780, -2.46611, -4.26229], [0.90657, -0.96284, -6.43284], [-2.18452, 0.95568, -5.91575], [-2.20446, -0.93535, -4.38579], [1.48138, 1.91315, 0.42194], [1.13093, 2.73207, 2.01558], [2.00955, 3.34679, 2.23905], [0.98560, 2.05738, 2.86946], [0.26709, 3.40581, 1.95850], [3.18218, 1.37652, 0.66907], [3.73122, 2.22895, 1.09102], [3.67109, 1.08930, -0.27026], [3.27310, 0.53330, 1.37858], [1.70265, 3.41074, -0.55194], [2.19643, 3.21831, -1.51099], [2.35828, 4.07633, 0.02678], [0.76596, 3.95358, -0.74808], [0.72636, -2.17682, -0.43110], [-0.45619, -3.50854, -0.80386], [0.14719, -4.34138, -1.18740], [-1.25041, -3.29612, -1.52087], [-0.97553, -3.86730, 0.10404], [2.36913, -2.47740, -1.09459], [2.34829, -2.66672, -2.17052], [2.77708, -3.39172, -0.64063], [3.09336, -1.66961, -0.88888], [1.13001, -3.03511, 1.13627], [1.34584, -4.08051, 0.88324], [0.30871, -3.03382, 1.85928], [2.02030, -2.62265, 1.61363], [3.95097, 0.82527, 4.23951], [3.35590, -0.46711, 4.36952], [4.14824, -1.62174, 4.10201], [2.29107, -0.47866, 3.01482], [1.01120, -0.51394, 3.19840], [0.18071, -0.44909, 2.22606], [0.67499, -0.63247, 4.66609], [-0.57493, -0.70880, 5.30695], [-0.63707, -0.79835, 6.70150], [0.52854, -0.79317, 7.47014], [1.78147, -0.69727, 6.83726], [1.83395, -0.62207, 5.44220], [-1.50843, -0.69751, 4.74984], [-1.60784, -0.86633, 7.19011], [0.46935, -0.85445, 8.55405], [2.69548, -0.67917, 7.42513]], "mulliken_charge": [-2.722, 1.298, 0.706, 0.749, 0.633, 0.964, -1.526, 0.355, 0.433, 0.357, -1.247, 0.429, -0.016, 0.349, -0.693, 0.454, -0.426, 0.166, -1.639, 0.359, 0.494, 0.318, -1.449, 0.347, 0.520, 0.223, 0.370, 0.238, -1.219, -1.144, -0.219, -0.399, -0.932, -1.329, 0.452, 0.375, 0.357, 0.404, 0.425, 0.386, 0.350, 0.419, 0.504, 0.384, 0.345, 0.661, 1.593, -1.240, 0.692, -0.023, 0.378, -0.930, 0.500, 0.429, 0.030, -1.219, 0.411, 0.501, 0.343, 2.135, -1.485, 0.500, 0.287, 0.454, -1.221, 0.394, 0.568, 0.297, -1.914, 0.746, 0.224, 0.498, -0.602, 0.998, -0.617, -0.299, -1.733, 1.154, 0.972, 0.076, -1.184, -0.643, -0.628, -0.138, 0.498, 0.425, 0.426, 0.487]}



{"formula": "C31H49F2Si", "method": "the ωB97M-V functional and the def2-TZVPD basis", "homo_lumo_gap_ev": 6.4, "mol_weight_da": 487.81, "total_charge": 1, "elements": ["C", "C", "C", "C", "C", "C", "Si", "C", "C", "C", "C", "C", "C", "C", "C", "C", "C", "C", "C", "H", "H", "H", "H", "H", "H", "H", "H", "H", "H", "H", "H", "H", "H", "H", "H", "H", "H", "H", "H", "H", "H", "H", "H", "H", "H", "H", "H", "H", "H", "H", "H", "H", "H", "H", "H", "H", "H", "H", "H", "F", "C", "C", "C", "C", "C", "C", "C", "C", "C", "C", "C", "F", "C", "C", "H", "H", "H", "H", "H", "H", "H", "H", "H"], "xyz": [[5.12092, 4.21272, -3.43604], [4.88173, 3.40242, -2.17223], [3.56990, 2.62551, -2.22281], [3.35464, 1.79505, -0.97011], [2.06209, 0.99086, -1.03057], [1.88634, 0.17713, 0.26207], [0.20120, -0.64263, 0.36979], [-0.02811, -1.66688, 1.92058], [-0.02542, -0.69795, 3.10839], [-0.20198, -1.44802, 4.42593], [-0.21004, -0.48084, 5.59361], [-0.40081, -1.19829, 6.91686], [-0.40864, -0.23476, 8.09787], [-1.25139, 0.46425, -0.08522], [-2.65413, -0.19799, 0.00314], [-3.50801, 0.33973, 1.15690], [-3.77433, 1.84403, 1.06670], [-4.62923, 2.34512, 2.22209], [-4.89688, 3.84466, 2.13793], [0.24213, -2.49130, -1.72733], [6.08435, 4.72260, -3.38117], [5.12488, 3.56928, -4.32063], [4.34060, 4.96715, -3.56944], [5.70420, 2.69362, -2.01871], [4.86557, 4.06481, -1.29817], [2.73279, 3.32972, -2.34644], [3.56435, 1.97323, -3.11071], [4.20982, 1.11853, -0.82597], [3.33090, 2.45681, -0.09138], [1.20971, 1.67147, -1.17818], [2.08788, 0.30807, -1.89171], [2.66916, -0.60096, 0.33199], [2.01863, 0.82156, 1.14475], [-0.96541, -2.24684, 1.88379], [0.78854, -2.40232, 2.02307], [0.91987, -0.13253, 3.14140], [-0.83261, 0.04549, 3.00618], [-1.13815, -2.02626, 4.40486], [0.61245, -2.17734, 4.54904], [0.73486, 0.07754, 5.61488], [-1.01126, 0.25784, 5.46007], [-1.34433, -1.75531, 6.88592], [0.40267, -1.93338, 7.04151], [-0.54219, -0.78528, 9.03439], [0.53453, 0.32116, 8.15725], [-1.22538, 0.49121, 8.00755], [-1.20500, 1.35983, 0.54825], [-1.08130, 0.82322, -1.11788], [-3.16871, -0.01151, -0.94932], [-2.56292, -1.29038, 0.10619], [-4.47584, -0.18368, 1.17115], [-3.01294, 0.10475, 2.11405], [-2.82097, 2.38717, 1.05148], [-4.27655, 2.06553, 0.11147], [-5.57879, 1.79490, 2.21696], [-4.12482, 2.11510, 3.16964], [-5.52015, 4.15584, 2.98197], [-3.96288, 4.41923, 2.17328], [-5.42260, 4.10019, 1.20997], [-3.19813, 0.25255, -4.36016], [-2.84445, -1.02756, -3.98474], [-3.83173, -2.00596, -3.92499], [-3.46719, -3.28602, -3.49747], [-2.15221, -3.56141, -3.14858], [-1.16696, -2.57078, -3.23158], [0.18684, -2.95932, -2.68865], [1.46846, -2.56348, -3.39010], [2.60926, -3.31630, -3.05533], [3.87494, -2.87391, -3.41404], [4.04246, -1.65903, -4.09173], [2.89738, -0.95137, -4.43791], [3.04181, 0.26008, -5.08506], [1.61258, -1.40024, -4.15373], [-1.51455, -1.27099, -3.62833], [-4.85019, -1.77249, -4.20159], [-4.20377, -4.08747, -3.42685], [-1.86219, -4.53822, -2.76023], [0.20852, -4.04799, -2.50184], [2.46800, -4.22915, -2.45746], [4.73466, -3.49827, -3.17758], [5.01670, -1.30034, -4.36835], [0.75880, -0.81544, -4.49366], [-0.82191, -0.42980, -3.59890]], "mulliken_charge": [-1.272, -0.405, -0.367, -1.032, 0.276, -0.791, -0.143, -0.370, -0.610, -0.851, -0.655, -0.349, -1.272, -0.535, -0.468, -0.907, -0.392, -0.342, -1.284, -0.455, 0.388, 0.300, 0.326, 0.353, 0.315, 0.355, 0.065, 0.359, 0.397, 0.280, -0.403, 0.523, 0.610, 0.407, 0.587, 0.245, 0.234, 0.359, 0.341, 0.346, 0.324, 0.324, 0.319, 0.380, 0.324, 0.322, 0.546, 0.526, 0.229, 0.463, 0.457, 0.100, 0.261, 0.269, 0.311, 0.294, 0.390, 0.325, 0.317, -0.359, -0.063, -0.631, -0.581, -0.746, 1.291, -0.833, 0.926, -0.908, -0.489, -0.652, 0.412, -0.395, -0.610, -0.007, 0.494, 0.410, 0.370, 0.499, 0.381, 0.418, 0.506, 0.625, 0.292]}



{"formula": "C31H49N4O3PbSb", "method": "the ωB97M-V functional and the def2-TZVPD basis", "homo_lumo_gap_ev": 6.0, "mol_weight_da": 854.72, "total_charge": 2, "elements": ["Pb", "N", "N", "C", "O", "O", "H", "H", "H", "C", "C", "C", "C", "C", "C", "C", "H", "H", "H", "H", "H", "H", "H", "C", "N", "N", "C", "O", "C", "C", "C", "C", "C", "C", "C", "C", "C", "H", "H", "H", "H", "H", "H", "H", "H", "H", "H", "H", "H", "C", "C", "C", "C", "Sb", "C", "C", "C", "C", "C", "C", "C", "C", "H", "H", "H", "H", "H", "H", "H", "H", "H", "H", "H", "H", "H", "H", "H", "H", "H", "H", "H", "H", "H", "H", "H", "H", "H", "H", "H"], "xyz": [[2.85163, 1.61327, 2.70595], [4.97339, 0.74515, 1.69759], [4.54796, -0.04419, 0.62873], [3.34270, -0.75444, 0.70113], [3.20886, -1.67250, -0.11346], [2.48264, -0.40005, 1.60988], [5.50657, 1.52622, 1.33726], [5.55935, 0.21770, 2.33046], [5.25626, -0.47047, 0.06116], [2.86558, 3.01049, 0.89243], [1.54406, 3.65550, 0.54399], [1.24724, 3.98487, -0.78246], [0.09195, 4.68895, -1.10600], [-0.81506, 5.04931, -0.11760], [-0.55981, 4.69451, 1.20081], [0.60614, 4.00690, 1.52306], [3.55315, 3.80856, 1.21508], [3.31942, 2.56336, -0.00007], [1.95512, 3.72577, -1.56838], [-0.08620, 4.97329, -2.13879], [-1.70661, 5.61575, -0.36575], [-1.25613, 4.97171, 1.98330], [0.80278, 3.77216, 2.56716], [-1.34971, 2.90312, -3.71573], [-1.47910, 2.41150, -2.34350], [-0.65514, 1.45515, -1.80561], [-0.97221, 1.31469, -0.48729], [-0.31376, 0.52429, 0.32240], [-2.01805, 2.19454, -0.21479], [-2.30315, 2.86008, -1.38428], [-3.32263, 3.91392, -1.65321], [0.30517, 0.72711, -2.58509], [-0.10464, 0.06334, -3.73357], [0.83205, -0.62642, -4.48898], [2.16328, -0.65282, -4.09040], [2.55606, 0.00212, -2.93126], [1.62683, 0.69448, -2.16779], [-0.34903, 2.71026, -4.08108], [-1.51916, 3.97480, -3.71673], [-2.07280, 2.43283, -4.37771], [-2.49017, 2.35490, 0.74246], [-3.90015, 4.10484, -0.75172], [-4.00794, 3.60804, -2.44790], [-2.84865, 4.84981, -1.96350], [-1.14708, 0.08493, -4.03821], [0.52150, -1.13818, -5.39203], [2.89586, -1.18418, -4.69002], [3.59390, -0.01449, -2.62397], [1.91277, 1.21317, -1.25624], [-1.46164, -2.73824, -1.57508], [-2.19033, -2.12154, -0.37193], [-3.12828, -1.00649, -0.84226], [-3.00455, -3.20024, 0.34777], [-0.50491, -1.45059, 0.91141], [-1.37367, -0.86853, 2.85991], [-1.99495, 0.52716, 2.76883], [-2.42511, -1.88138, 3.31079], [-0.19080, -0.87051, 3.83295], [1.46436, -4.50824, 1.21640], [2.24266, -3.92100, 2.30300], [0.13258, -5.03870, 1.48787], [2.03896, -4.61184, -0.10156], [-2.19277, -3.04057, -2.33883], [-0.89385, -3.63469, -1.28927], [-0.76003, -2.03853, -2.03918], [-4.00356, -1.45954, -1.33132], [-2.64923, -0.35245, -1.57581], [-3.49910, -0.39078, -0.01913], [-3.59441, -3.74918, -0.39995], [-3.70842, -2.77561, 1.06099], [-2.38568, -3.93730, 0.87876], [-2.78572, 0.56435, 2.01452], [-1.25210, 1.29173, 2.52401], [-2.44738, 0.78561, 3.73592], [-3.33329, -1.81239, 2.71426], [-2.70142, -1.66685, 4.35179], [-2.06488, -2.91912, 3.28071], [0.62002, -0.22627, 3.48880], [0.21863, -1.87782, 3.97589], [-0.51786, -0.50503, 4.81539], [1.79626, -4.07008, 3.28423], [2.27824, -2.83319, 2.08603], [3.28094, -4.26292, 2.28366], [-0.35725, -4.55981, 2.33656], [0.29909, -6.09610, 1.77124], [-0.50686, -5.04758, 0.60477], [2.33146, -3.57319, -0.37710], [1.37766, -5.04673, -0.84895], [3.00213, -5.13944, -0.06583]], "mulliken_charge": [1.073, -0.641, -0.123, 0.465, -0.684, -0.242, 0.286, 0.286, 0.296, -2.010, 0.729, -0.470, -0.552, -0.607, -1.274, -0.026, 0.705, 0.467, 0.438, 0.656, 0.716, 0.481, 0.397, -1.219, -0.081, 2.353, -0.009, -0.582, 0.026, -0.589, -1.891, -0.584, -0.139, -0.789, -0.817, -0.947, 0.525, 0.416, 0.508, 0.365, 0.471, 0.437, 0.386, 0.410, 0.470, 0.450, 0.455, 0.445, 0.084, -1.515, 1.604, -1.378, -1.633, 0.634, 1.522, -1.464, -1.583, -1.284, 1.103, -0.716, -1.017, -0.858, 0.474, 0.131, 0.183, 0.576, 0.110, 0.208, 0.510, 0.344, 0.202, 0.185, 0.176, 0.598, 0.296, 0.532, 0.210, 0.033, 0.196, 0.501, 0.383, -0.123, 0.421, 0.195, 0.493, 0.299, 0.150, 0.340, 0.438]}